{"formula": "C6H24N8O7", "method": "ωB97M-V/def2-TZVPD", "fmax_ev_per_a": 1.93, "smiles": "NC(N)=O.NC(N)=O.NC(N)=O.NC(N)=O.OCCO.O", "homo_ev": -9.3453, "orbital_gap_ha": 0.3488, "species": ["N", "C", "N", "O", "H", "H", "H", "H", "N", "C", "N", "O", "H", "H", "H", "H", "N", "C", "N", "O", "H", "H", "H", "H", "N", "C", "N", "O", "H", "H", "H", "H", "O", "C", "C", "O", "H", "H", "H", "H", "H", "H", "O", "H", "H"], "xyz": [[15.15965, 4.12438, 20.72883], [15.63239, 3.32028, 19.73565], [14.68225, 2.68878, 18.98847], [16.83385, 3.19040, 19.51117], [14.18306, 4.07671, 20.95940], [15.72102, 4.50210, 21.46690], [15.16122, 2.04361, 18.37575], [13.72478, 2.52263, 19.21455], [7.68750, -1.87172, 19.48613], [8.80764, -1.10587, 19.67341], [8.67323, -0.11791, 20.59637], [9.91527, -1.41109, 19.21802], [7.90756, -2.75417, 19.05388], [6.80686, -1.71507, 19.92607], [7.74066, 0.18528, 20.80151], [9.49903, 0.45264, 20.78903], [16.08528, -2.96653, 18.71986], [16.66885, -1.89584, 19.33188], [16.00182, -0.72073, 19.20695], [17.78333, -1.97040, 19.84970], [15.17763, -2.76736, 18.36079], [16.71341, -3.69534, 18.44306], [15.03950, -0.64402, 18.90545], [16.52585, 0.07216, 19.54690], [13.68183, -4.52063, 18.23962], [12.83668, -3.73793, 18.96155], [11.97354, -2.98470, 18.19940], [12.79719, -3.73691, 20.18549], [14.36029, -5.14687, 18.63749], [13.83428, -4.49392, 17.24675], [11.84332, -3.18626, 17.23003], [11.28321, -2.52916, 18.80893], [11.10773, 1.06638, 21.45628], [11.39822, 0.34038, 22.66062], [12.66861, -0.48236, 22.58561], [13.76207, 0.41354, 22.37044], [11.75856, 1.77652, 21.44628], [11.54501, 1.07300, 23.46269], [10.53277, -0.23084, 22.99432], [12.60611, -1.18611, 21.75473], [12.82390, -0.97839, 23.54264], [14.13422, 0.21964, 21.50347], [13.08047, -0.14537, 18.75096], [12.93439, -1.09574, 18.58535], [12.32074, 0.10820, 19.30069]]}